Record 1
A structure of composition C23H44AuF3N4O5SSbSi3 at a distorted geometry. Source: the Open Molecules 2025 dataset; level of theory: ωB97M-V/def2-TZVPD.

Positions of all 85 atoms, in Å:
1 H 3.18582 3.93090 0.89501
2 C -1.64104 -2.69729 -2.84841
3 H 2.98065 2.53831 -0.17716
4 C -5.25057 1.61997 0.49752
5 H -2.70750 3.40674 1.08043
6 H 0.61930 0.39726 4.55236
7 Si 0.77685 3.43438 0.45118
8 H 2.94080 -2.67452 1.24216
9 O 0.64798 -3.01087 -0.62468
10 C 5.69054 -1.45576 -1.55585
11 H 1.37037 5.33692 -1.03579
12 C -1.02008 -4.71050 0.34653
13 C 4.02528 -0.08466 -0.56325
14 F -1.25179 -5.57930 1.34097
15 C -3.77313 -3.36717 -3.74610
16 H 5.57982 -0.23023 1.52902
17 S 0.63381 -3.92335 0.52061
18 C 0.71448 4.46589 -1.12987
19 N 5.44872 -0.41821 -0.55058
20 F -1.10989 -5.38019 -0.81064
21 H -5.44197 0.55190 0.41748
22 Sb -0.74457 1.39524 0.16907
23 H -1.60722 3.05577 3.52974
24 C 2.59448 3.02703 0.71775
25 C -4.22781 -0.05062 -2.05675
26 H 2.73022 2.34917 1.56320
27 H 3.35362 -1.03904 1.77409
28 H 4.58702 -4.04660 0.21207
29 H -2.02158 1.74927 4.64745
30 C -4.76955 3.12993 -2.21507
31 H 6.82419 -1.25635 0.78416
32 H 5.44613 -1.05527 -2.54263
33 H 0.41957 4.07381 2.84473
34 H -0.59754 -2.89861 -2.64789
35 H 3.21806 -1.87406 -2.30953
36 Au 0.85858 -0.54775 -0.26609
37 H -5.25034 4.05239 -1.87791
38 H -1.60750 -0.81421 -1.81952
39 H 1.05802 3.87130 -1.97964
40 H 6.26152 -3.46254 0.04318
41 H -4.00084 4.35426 0.31505
42 C -3.16215 3.67105 0.12832
43 N 4.89202 -2.65529 -1.31966
44 H -1.10885 -1.65300 2.32425
45 C -4.34435 -2.20339 -3.26288
46 O -3.38178 0.81969 -1.49562
47 N 3.17191 -1.25887 -0.30309
48 C -2.20990 -1.52468 -2.37088
49 C -2.42078 -3.61454 -3.53616
50 H -3.98233 3.42002 -2.91790
51 H 2.86761 -3.16248 -1.14394
52 H -5.49820 2.52257 -2.74769
53 H 0.86572 5.46440 1.84909
54 H -3.01860 2.04004 3.21943
55 H -1.97735 -4.53474 -3.89614
56 C 3.47862 -2.28460 -1.33150
57 H -2.69211 -0.87730 2.17680
58 O 1.57309 -5.01235 0.38542
59 H -0.29062 4.82119 -1.36310
60 C 5.20860 -3.17153 0.01647
61 N 4.96640 -2.17344 1.06320
62 F -1.98902 -3.78950 0.37048
63 H -2.42065 4.18757 -0.48101
64 H 3.75473 0.33461 -1.53466
65 C -1.75573 -0.87808 2.74039
66 C 0.25572 4.55566 1.87835
67 H -5.39656 -1.99334 -3.40049
68 H -1.98403 -1.14305 3.77747
69 C 5.76530 -0.98725 0.76371
70 H -6.19791 2.13638 0.31798
71 O 0.58847 -3.27293 1.80746
72 H 3.82786 0.65595 0.20900
73 H 1.38830 -0.00986 3.00875
74 H -4.38158 -4.08887 -4.27688
75 H -0.79303 4.85248 1.82370
76 O -5.42380 0.13032 -2.13133
77 Si -3.99784 2.24069 -0.75145
78 H 6.75035 -1.72172 -1.53803
79 C 3.55337 -1.80435 1.02100
80 C -3.56146 -1.27834 -2.57577
81 Si -0.92371 0.79678 2.64493
82 H -4.94117 1.84667 1.52032
83 H 1.24905 1.68388 3.51165
84 C -1.99127 2.03583 3.59147
85 C 0.74470 0.71430 3.51211

Cartesian forces (eV/Å) of the 2 atoms listed first:
H 0.0 0.0 0.0
C 0.0 0.0 0.0

As for the multiplicity: 1. The value obtained for the relative energy (zero: lowest compared OMol25 entry of this formula, charge and spin) is 0.0 kJ/mol. Its HOMO energy is -4.7 eV. The value obtained for the molecular weight is 948.67 u. The LUMO energy comes out at 2.543 eV. The charge is -1.


Record 2
A structure of composition C23H44FeNOP3 at a distorted geometry. Source: the Open Molecules 2025 dataset; level of theory: ωB97M-V/def2-TZVPD.

Positions of all 73 atoms, in Å:
1 N 0.28350 -1.65677 -1.32919
2 H 1.21507 -3.42250 3.16465
3 H 2.15998 -4.02475 1.79001
4 H -2.73224 -1.14254 -0.14329
5 H -2.03506 1.02503 0.88514
6 C 2.86263 -1.23525 -3.99114
7 H 0.26297 1.57931 -2.10049
8 H 4.29884 -3.70705 -2.12190
9 H 4.40995 -2.71888 1.32395
10 C -3.08067 2.17980 -2.16754
11 C 4.02886 -1.69179 1.24790
12 H -1.58167 -3.93374 0.51638
13 H -0.05104 -4.02892 1.43618
14 C 3.81326 -2.15488 -3.55211
15 H 2.95167 1.92320 1.68429
16 H -0.37375 -1.77449 3.86652
17 C -1.06533 -3.61402 1.43021
18 C -2.77906 -1.47051 0.90789
19 H 4.01537 -1.41492 0.18876
20 C 1.40546 -1.91494 -2.19511
21 O -2.05363 0.12073 -1.60350
22 H 4.77769 -2.22182 -4.05426
23 C 2.32576 -2.88934 -1.79362
24 P -1.08371 -1.77319 1.51412
25 C 2.46646 -0.58197 3.44651
26 H 2.73196 0.44915 3.19072
27 H -2.14465 -2.03515 3.66582
28 C -2.71016 3.04504 0.48181
29 H 3.24988 -0.09475 -1.45942
30 H 0.90069 -0.37859 -3.62646
31 H -3.22634 1.81628 -3.18152
32 C -3.15602 3.92814 -0.50363
33 C -6.39311 4.23004 -1.52000
34 H -2.61431 3.38525 1.51912
35 C 3.55293 -2.98372 -2.45873
36 Fe 0.71189 -0.84349 0.61991
37 H 0.05821 2.84592 -0.85110
38 C 3.19226 0.84253 -0.89249
39 H -3.37515 -2.38868 0.99025
40 H 1.49951 -0.54783 3.96270
41 H 3.37534 1.67790 -1.58272
42 H -5.54043 5.64560 -0.16861
43 H 2.09275 -3.52650 -0.94124
44 H -3.81238 4.12513 -2.56705
45 H 3.22705 -1.00112 4.11794
46 H 1.21374 2.23038 2.01370
47 P 1.53059 1.06407 -0.10149
48 C 1.99247 2.22225 1.24218
49 C -1.27223 -1.46677 3.31443
50 H 1.56648 2.77955 -1.82905
51 H -1.44257 -0.39172 3.46472
52 H 3.97424 0.85278 -0.12370
53 C -2.48616 1.26581 -1.22242
54 H -6.72988 4.41229 0.58817
55 C 0.78295 2.18083 -1.34208
56 H 2.09052 3.22624 0.80902
57 H 2.99880 -3.53373 3.29194
58 H -0.24868 0.28667 -0.03492
59 H -0.26423 -2.51254 -1.20740
60 H -7.11336 3.41343 -1.67588
61 C -6.19029 4.76714 -0.30446
62 H -1.61352 -4.00393 2.29713
63 H -3.25382 -0.67539 1.49508
64 H -0.37111 -0.93590 -1.67330
65 C 2.15831 -3.30915 2.61996
66 H -3.42949 4.94112 -0.22609
67 C 1.64506 -1.10873 -3.31222
68 H -5.93059 4.66302 -2.41972
69 H 4.69591 -1.00556 1.78625
70 H 3.06552 -0.60846 -4.86055
71 C -3.36801 3.47924 -1.81409
72 C -2.39449 1.73727 0.14311
73 P 2.33263 -1.61718 1.93605

Cartesian forces (eV/Å) of the 2 atoms listed first:
N -0.7 -0.3 0.1
H 0.2 0.0 0.0

As for the multiplicity: 6. The value obtained for the relative energy (zero: lowest compared OMol25 entry of this formula, charge and spin) is 17.4 kJ/mol. Its HOMO energy (alpha / beta) is -15.9 / -16.1 eV. The value obtained for the molecular weight is 499.38 u. As for the expectation value of S²: 8.859. The LUMO energy (alpha / beta) comes out at -8.931 / -13.556 eV. The charge is +3.


Record 3
A structure of composition C23H44NP3PbSe at a distorted geometry. Source: the Open Molecules 2025 dataset; level of theory: ωB97M-V/def2-TZVPD.

Positions of all 73 atoms, in Å:
1 Pb 0.75210 -2.72521 -1.91758
2 H -4.03485 3.00035 -0.66074
3 H -2.71868 -2.62889 4.49313
4 H 2.83627 2.13199 2.24386
5 C -3.01029 2.67756 -0.39361
6 H 2.86308 -0.83182 -2.49075
7 H -3.36733 0.83187 2.32133
8 H 0.61862 4.22743 1.68625
9 P -3.06536 0.87784 -0.09310
10 H -1.27604 -3.41315 -5.56247
11 H 1.25393 2.70503 -3.92799
12 H -2.88973 0.01986 -2.28812
13 H 3.53686 -1.44636 1.67224
14 C -0.92290 -2.62020 6.66979
15 C 0.04478 0.88489 -3.75177
16 H 1.28835 -1.45284 5.57652
17 H 2.51132 1.99454 -1.36002
18 C 1.22562 1.58987 -5.76001
19 C 0.79140 0.42055 -6.44006
20 H -4.90477 0.77858 1.41021
21 H -0.39549 -1.40011 -6.26461
22 H 4.18511 1.44772 -1.05401
23 H -3.82868 -0.64796 1.51546
24 C 0.84309 1.84683 -4.44131
25 C 0.47441 3.47292 0.90028
26 C 3.43752 -1.02044 -1.56232
27 H -2.59947 3.21388 0.48808
28 P 2.58854 -0.12928 -0.16056
29 H 4.80726 -0.65065 0.71832
30 H 1.20017 0.29653 -7.44256
31 H -1.00343 1.11169 3.46646
32 Se -0.01854 1.05603 -1.88566
33 P 0.48527 1.80650 1.68498
34 C -0.05070 -0.48531 -5.78030
35 C -1.71381 -2.29416 4.24255
36 C -0.28130 -3.95590 -3.73860
37 H -1.92468 -3.04609 6.76034
38 H 0.37664 -4.69000 -3.28827
39 H -0.51941 2.82835 3.64902
40 N -0.24680 -1.43266 2.55154
41 H -0.47559 3.63155 0.37802
42 C -0.45300 -0.24762 -4.45381
43 H 1.68931 -0.98251 3.09632
44 H -3.76643 -1.05042 -1.17673
45 C -0.49243 -4.01573 -5.10928
46 H -1.77883 2.37976 2.44806
47 C -0.71840 -2.17482 5.23146
48 H 1.71584 3.05059 3.31751
49 C 3.19786 1.57956 -0.61500
50 H -1.08156 -0.95763 -3.90587
51 C -1.40549 -1.98041 2.90817
52 H -2.29297 2.79591 -1.22830
53 H 1.91843 2.27150 -6.29000
54 H -0.18484 -3.36745 6.98626
55 H -0.83320 -1.79101 7.38290
56 H 1.30120 3.52828 0.17574
57 H 3.85338 0.26551 1.90373
58 C -3.85864 0.43864 1.42767
59 H -2.12635 -2.11771 2.10585
60 C 0.50897 -1.64688 4.83155
61 H 3.25329 2.23990 0.24811
62 C 0.71662 -1.33853 3.46685
63 C 3.82025 -0.52814 1.16044
64 C 1.89898 2.09019 2.81104
65 H -1.67837 0.64619 -0.20276
66 C -3.63950 -0.01558 -1.48220
67 H -1.00590 -3.41015 -3.12016
68 H 0.07810 -4.71507 -5.71943
69 H 4.44589 -0.57878 -1.66497
70 C -0.84226 2.06084 2.92654
71 H 3.52149 -2.11025 -1.36114
72 H 1.92825 1.27578 3.55129
73 H -4.56217 0.42473 -1.81379

Cartesian forces (eV/Å) of the 2 atoms listed first:
Pb 0.9 1.5 0.8
H 0.7 0.3 0.1

As for the multiplicity: 1. The value obtained for the relative energy (zero: lowest compared OMol25 entry of this formula, charge and spin) is 181.2 kJ/mol. Its HOMO energy (alpha / beta) is -18.6 / -18.5 eV. The value obtained for the molecular weight is 713.69 u. The LUMO energy (alpha / beta) comes out at -14.881 / -14.896 eV. The charge is +4.


> The lowest relative energy (zero: lowest compared OMol25 entry of this formula, charge and spin) belongs to which entry?

C23H44AuF3N4O5SSbSi3